[1]
# C22H59F4HfN3O31S11

C22H59F4HfN3O31S11 as an isolated structure (ωB97M-V/def2-TZVPD, the Open Molecules 2025 dataset).

Its multiplicity is 1. Its largest force on an atom is 11.54 eV Å⁻¹. The HOMO energy comes out at -12.8 eV. The energy above the lowest of the compared OMol25 structures with the same formula, charge and spin is 191.8 kcal per mole. The electronic energy is -8196.84185 Eh. The charge is +2.

```
131
Properties=species:S:1:pos:R:3:mulliken_charge:R:1
Hf -1.888 -0.811 0.778 1.836
N -1.897 4.952 -2.464 -0.075
S -3.301 4.488 -2.751 0.903
O -3.650 3.228 -2.062 -0.512
O -4.001 4.850 -3.991 -0.580
F -3.988 5.471 -1.709 -0.367
S -1.240 4.375 -3.876 0.773
O -1.318 5.322 -5.000 -0.571
O -1.356 2.965 -4.166 -0.455
F 0.319 4.469 -3.470 -0.266
N -0.039 -0.028 -0.101 1.596
S 1.556 -0.124 -0.128 0.337
O 2.261 0.883 0.723 -0.536
O 2.281 -0.900 -1.128 -0.360
F 1.448 -1.240 1.034 -0.085
S 0.249 1.220 -1.353 0.395
O 0.394 0.760 -2.732 -0.783
O 0.848 2.507 -1.031 0.328
F -1.345 1.562 -1.352 -0.098
C 4.567 0.443 3.735 -0.621
N 4.071 -0.488 4.774 1.097
O 4.109 -1.656 4.489 -0.563
O 3.685 -0.001 5.835 -0.592
H 4.428 1.478 4.048 0.254
H 3.965 0.295 2.838 0.053
H 5.612 0.174 3.579 0.363
O -2.352 -0.983 -1.497 0.796
S -2.942 -1.431 -2.781 0.894
O -2.602 -2.712 -3.413 -0.522
O -4.573 -1.360 -2.605 -0.045
C -5.499 -1.632 -3.644 -0.244
C -5.680 -3.096 -3.855 -1.088
C -2.770 -0.013 -4.019 -0.973
H -5.256 -1.241 -4.632 0.257
H -6.464 -1.188 -3.400 0.371
H -6.602 -3.291 -4.402 0.435
H -5.960 -3.581 -2.919 0.271
H -4.778 -3.533 -4.284 0.255
H -3.399 0.816 -3.697 0.588
H -2.965 -0.358 -5.034 0.574
H -1.761 0.399 -4.043 0.076
O -0.977 -2.033 2.526 -1.058
S -0.024 -2.575 3.569 1.001
O 1.434 -2.839 3.346 -0.645
O -0.184 -1.720 4.965 -0.060
C 0.597 -2.157 6.139 -0.291
C 0.827 -1.001 7.044 -1.140
C -0.707 -4.174 4.172 -1.279
H 1.513 -2.651 5.817 0.504
H 0.055 -2.912 6.709 0.344
H 1.444 -0.265 6.528 0.067
H 1.306 -1.173 8.008 0.418
H -0.133 -0.493 7.135 0.284
H 0.035 -4.685 4.786 0.431
H -1.054 -4.758 3.319 0.374
H -1.572 -4.005 4.813 0.433
O -0.149 -1.771 -5.319 -0.781
S 0.557 -2.196 -4.090 1.276
O -0.063 -1.956 -2.820 0.122
O 0.934 -3.800 -4.142 -0.358
C 1.539 -4.298 -5.328 -0.439
C 3.037 -4.607 -5.170 -1.023
C 2.285 -1.585 -3.999 -1.075
H 1.492 -3.526 -6.097 0.414
H 1.031 -5.227 -5.585 0.398
H 3.192 -5.354 -4.391 0.296
H 3.559 -3.718 -4.815 0.222
H 3.493 -4.942 -6.102 0.388
H 2.371 -0.516 -3.803 0.150
H 2.840 -1.800 -4.912 0.630
H 2.855 -2.019 -3.177 0.369
O -2.707 3.203 2.765 -0.645
S -2.691 2.914 1.389 0.633
O -2.409 1.529 0.884 -1.390
O -4.158 3.362 0.817 0.044
C -4.851 4.561 1.278 -0.259
C -6.143 4.169 1.965 -1.222
C -1.590 4.167 0.605 -0.088
H -5.125 5.118 0.383 0.307
H -4.314 5.294 1.880 0.428
H -5.890 3.484 2.774 0.284
H -6.883 3.700 1.316 0.313
H -6.593 5.063 2.398 0.397
H -1.242 3.852 -0.379 -0.340
H -0.774 4.395 1.291 -0.084
H -2.208 5.054 0.464 0.682
O -0.942 -2.795 -0.011 -0.878
S -0.111 -3.978 -0.352 1.086
O 1.279 -3.842 -0.801 -0.663
O -0.062 -4.919 1.045 -0.015
C 0.695 -6.132 0.910 -0.157
C 0.047 -7.167 1.799 -1.304
C -1.106 -5.078 -1.446 -1.049
H 1.728 -5.950 1.205 0.280
H 0.659 -6.539 -0.101 0.370
H 0.108 -6.876 2.847 0.272
H 0.561 -8.123 1.706 0.438
H -0.981 -7.314 1.469 0.322
H -1.390 -4.465 -2.302 0.120
H -2.063 -5.300 -0.975 0.412
H -0.511 -5.941 -1.746 0.524
O 3.082 2.076 -2.662 -0.471
S 4.548 2.180 -2.638 1.067
O 5.396 2.162 -3.812 -0.606
O 5.053 3.396 -1.584 -0.415
C 4.049 4.048 -0.821 0.431
C 3.387 5.213 -1.597 -1.008
C 5.083 0.777 -1.586 -0.442
H 4.380 4.428 0.145 0.423
H 3.287 3.305 -0.586 -0.381
H 2.420 5.456 -1.157 0.234
H 3.091 4.826 -2.572 0.250
H 3.978 6.129 -1.577 0.404
H 4.601 0.728 -0.609 -0.144
H 6.170 0.809 -1.521 0.490
H 4.733 -0.099 -2.132 0.131
O -0.814 0.454 2.628 -0.073
S 0.263 1.200 3.373 -0.244
O 1.554 0.594 3.649 0.156
O 0.503 2.688 2.649 0.560
C 1.580 3.502 3.186 0.330
C 1.933 4.638 2.303 -1.871
C -0.504 1.884 4.945 -1.199
H 2.514 2.940 3.215 -0.109
H 1.387 3.946 4.162 0.326
H 2.853 5.084 2.683 0.500
H 1.295 5.508 2.459 0.390
H 1.979 4.454 1.230 0.273
H 0.337 2.310 5.492 0.501
H -0.916 1.034 5.488 0.307
H -1.254 2.649 4.746 0.281
```

***

[2]
# C22H60AsF6O20S8

C22H60AsF6O20S8 as an isolated structure (ωB97M-V/def2-TZVPD, the Open Molecules 2025 dataset).

Its multiplicity is 1. Its largest force on an atom is 3.67 eV Å⁻¹. The HOMO energy comes out at -6.9 eV. The energy above the lowest of the compared OMol25 structures with the same formula, charge and spin is 109.5 kcal per mole. The electronic energy is -8399.43809 Eh. The charge is -1.

```
117
Properties=species:S:1:pos:R:3:mulliken_charge:R:1
As 31.319 13.765 1.634 2.030
F 31.674 13.886 -0.135 -0.528
F 32.972 14.461 1.831 -0.520
F 31.078 13.622 3.438 -0.370
F 29.772 12.877 1.364 -0.455
F 32.031 12.165 1.596 -0.492
F 30.446 15.370 1.682 -0.486
O 26.213 14.564 3.449 -0.559
S 26.452 15.724 4.296 1.130
O 25.366 16.511 4.808 -0.648
O 27.361 15.236 5.587 -0.401
C 28.451 14.281 5.212 0.403
C 28.887 13.707 6.565 -1.531
C 27.705 16.803 3.477 -0.443
H 29.255 14.751 4.646 0.054
H 28.120 13.390 4.678 0.243
H 29.444 12.776 6.461 0.399
H 28.005 13.409 7.133 0.401
H 29.509 14.295 7.239 0.331
H 27.229 17.196 2.578 0.450
H 28.595 16.218 3.242 -0.204
H 28.026 17.611 4.133 0.325
O 29.105 6.850 -1.542 -0.598
S 29.074 8.268 -1.173 1.118
O 28.009 9.136 -1.732 -0.617
O 29.239 8.569 0.449 -0.372
C 29.359 9.891 1.015 0.640
C 29.517 9.737 2.585 -1.162
C 30.659 9.110 -1.784 -1.006
H 28.563 10.594 0.769 0.120
H 30.205 10.513 0.722 -0.164
H 29.802 10.719 2.961 0.127
H 30.334 9.039 2.765 0.361
H 28.706 9.295 3.163 0.383
H 30.468 10.141 -1.486 0.351
H 30.690 9.035 -2.871 0.373
H 31.546 8.621 -1.383 0.352
O 34.942 7.974 -4.282 -0.594
S 33.652 8.662 -4.197 1.020
O 32.447 8.004 -4.594 -0.553
O 33.430 9.234 -2.679 -0.165
C 34.535 9.473 -1.869 -0.531
C 34.018 10.675 -0.956 -0.495
C 33.614 10.410 -5.066 -0.890
H 35.363 9.747 -2.523 0.448
H 34.957 8.633 -1.318 0.308
H 32.967 10.550 -0.696 -0.140
H 33.989 11.637 -1.468 0.223
H 34.566 10.633 -0.015 0.419
H 34.623 10.806 -4.956 0.297
H 32.812 10.946 -4.558 0.294
H 33.347 10.242 -6.110 0.397
O 34.548 10.912 6.899 -0.595
S 33.186 11.339 7.163 1.242
O 32.050 10.463 7.465 -0.626
O 33.168 12.394 8.432 -0.311
C 34.302 13.239 8.529 -0.135
C 33.760 14.449 9.404 -1.170
C 32.665 12.528 5.768 -0.829
H 34.613 13.595 7.547 0.254
H 35.154 12.774 9.024 0.297
H 32.912 14.831 8.835 0.281
H 34.469 15.276 9.378 0.378
H 33.473 14.139 10.409 0.301
H 31.898 13.215 6.128 0.251
H 32.343 11.986 4.879 0.361
H 33.568 13.065 5.476 0.233
O 37.454 11.509 3.836 -0.612
S 37.585 12.961 3.783 1.253
O 37.981 13.855 4.901 -0.632
O 38.677 13.399 2.567 -0.359
C 38.802 12.564 1.393 -0.081
C 40.174 12.590 0.621 -1.238
C 36.141 13.701 2.970 -0.397
H 38.071 12.865 0.643 0.147
H 38.420 11.544 1.403 0.409
H 40.457 13.555 0.200 0.311
H 40.249 11.938 -0.249 0.360
H 40.989 12.478 1.335 0.316
H 36.358 13.920 1.924 -0.144
H 35.848 14.587 3.533 0.386
H 35.262 13.057 2.997 0.275
O 30.174 18.522 2.726 -0.465
S 31.234 19.053 1.859 1.076
O 30.887 19.710 0.621 -0.673
O 32.181 20.241 2.607 -0.394
C 31.525 21.367 3.255 -0.306
C 30.788 20.905 4.520 -0.989
C 32.546 17.864 1.621 -0.872
H 30.687 21.699 2.642 0.284
H 32.272 22.120 3.506 0.313
H 29.957 20.200 4.508 0.232
H 30.345 21.844 4.853 0.384
H 31.397 20.458 5.305 0.297
H 32.237 17.292 0.746 0.314
H 32.527 17.239 2.513 0.264
H 33.428 18.505 1.605 0.523
C 34.748 15.178 -1.812 -0.655
S 35.308 16.804 -1.074 0.280
O 34.134 17.774 -0.844 -0.528
C 35.956 16.070 0.411 -0.272
H 35.588 14.484 -1.819 0.318
H 34.350 15.275 -2.822 0.467
H 33.890 14.862 -1.218 -0.038
H 35.173 15.525 0.938 -0.398
H 36.186 16.897 1.084 0.367
H 36.879 15.507 0.271 0.480
C 25.490 15.602 -0.141 -0.762
S 25.544 13.884 -0.905 0.404
O 26.510 13.947 -2.051 -0.607
C 26.507 13.230 0.531 -0.489
H 24.618 15.777 0.490 0.360
H 25.283 16.313 -0.941 0.415
H 26.427 15.925 0.312 0.047
H 26.610 12.146 0.481 0.307
H 25.936 13.454 1.432 0.300
H 27.526 13.555 0.739 0.020
```

***

[3]
# C22H60BN3O25P5

A 6-piece molecular cluster, C22H60BN3O25P5 overall (ωB97M-V/def2-TZVPD, the Open Molecules 2025 dataset).

Its multiplicity is 1. Its largest force on an atom is 6.02 eV Å⁻¹. The HOMO energy comes out at -4.0 eV. The electronic energy is -4651.68856 Eh. The charge is -1.

```
116
Properties=species:S:1:pos:R:3:mulliken_charge:R:1
C 3.202 2.467 -3.377 -0.588
O 2.062 2.729 -2.525 -0.553
B 1.871 1.710 -1.525 0.742
O 2.033 2.139 -0.122 -0.404
N 1.577 0.277 -1.748 -0.136
C 0.197 0.042 -2.336 1.070
C 0.007 0.685 -3.792 -1.327
N -0.612 2.035 -3.843 -0.304
C -0.996 0.304 -1.291 -0.221
C -2.485 0.293 -1.911 0.711
C -3.169 1.698 -1.544 -0.050
N -3.385 2.813 -2.470 -0.325
O -3.523 1.856 -0.332 -0.619
C 0.172 -1.578 -2.592 -0.344
O -0.898 -2.228 -2.859 -0.472
O 1.357 -2.296 -2.506 -0.818
H 2.963 1.766 -4.255 0.225
H 3.483 3.481 -3.858 0.208
H 4.147 2.138 -2.803 0.248
H 1.120 2.383 0.159 0.255
H 1.556 -0.212 -0.832 0.183
H -0.597 -0.033 -4.455 0.421
H 1.062 0.737 -4.265 0.115
H -1.496 1.999 -4.359 0.156
H -0.700 2.486 -2.928 0.245
H -0.957 -0.573 -0.539 0.063
H -0.901 1.254 -0.665 0.011
H -3.093 -0.506 -1.340 0.125
H -2.549 0.006 -3.010 -0.058
H -3.377 2.520 -3.453 0.159
H -2.769 3.613 -2.286 0.270
C -7.892 -2.123 -2.246 -0.731
O -6.636 -2.778 -2.320 -0.354
P -5.650 -2.315 -3.495 1.113
O -5.446 -0.855 -3.607 -0.558
O -6.274 -3.000 -4.808 -0.307
C -6.666 -4.362 -4.741 -0.695
O -4.331 -3.168 -3.214 -0.307
C -3.202 -2.874 -4.038 -0.220
H -8.620 -2.819 -1.825 0.240
H -7.812 -1.251 -1.595 0.258
H -8.239 -1.811 -3.235 0.338
H -7.736 -4.417 -4.529 0.244
H -6.117 -4.907 -3.970 0.325
H -6.472 -4.830 -5.707 0.260
H -3.494 -2.827 -5.092 0.314
H -2.463 -3.664 -3.913 0.278
H -2.760 -1.928 -3.734 -0.127
C -1.990 -0.323 3.891 -0.735
O -0.616 -0.109 4.188 -0.289
P 0.444 -0.659 3.123 0.166
O 0.185 -0.276 1.722 -0.175
O 0.463 -2.243 3.386 -0.191
C 0.535 -2.708 4.724 -0.720
O 1.844 -0.163 3.717 0.073
C 2.992 -0.395 2.905 -0.472
H -2.536 -0.412 4.831 0.234
H -2.379 0.528 3.329 0.277
H -2.134 -1.240 3.315 0.333
H -0.474 -2.931 5.080 0.266
H 0.998 -1.974 5.388 0.321
H 1.127 -3.624 4.745 0.211
H 3.001 -1.423 2.532 0.173
H 3.885 -0.234 3.510 0.237
H 3.000 0.304 2.066 0.227
C 3.810 -4.628 2.227 -0.855
O 4.582 -3.990 3.239 0.187
P 6.158 -4.269 3.227 0.610
O 6.820 -4.080 1.920 -0.712
O 6.287 -5.752 3.830 -0.346
C 5.544 -6.077 4.996 -0.598
O 6.705 -3.334 4.405 -0.105
C 8.116 -3.269 4.555 -0.760
H 2.809 -4.811 2.620 0.233
H 3.738 -3.976 1.355 0.328
H 4.250 -5.585 1.934 0.408
H 4.613 -6.566 4.701 0.242
H 5.314 -5.193 5.594 0.267
H 6.130 -6.769 5.602 0.259
H 8.554 -4.270 4.537 0.321
H 8.343 -2.804 5.514 0.226
H 8.546 -2.663 3.755 0.297
C 2.861 1.682 5.988 -0.588
O 3.629 2.321 7.002 -0.406
P 5.204 2.047 6.993 1.094
O 5.872 2.240 5.690 -0.695
O 5.338 0.564 7.595 -0.186
C 4.591 0.234 8.757 -0.681
O 5.739 2.985 8.176 -0.322
C 7.149 3.056 8.332 -0.666
H 1.860 1.497 6.379 0.303
H 2.790 2.335 5.117 0.337
H 3.303 0.726 5.696 0.177
H 3.664 -0.260 8.458 0.222
H 4.354 1.116 9.355 0.339
H 5.179 -0.456 9.365 0.268
H 7.593 2.057 8.316 0.295
H 7.369 3.522 9.294 0.237
H 7.580 3.665 7.535 0.282
C -4.574 2.333 -6.994 -0.686
O -4.457 3.630 -7.569 -0.349
P -4.646 4.874 -6.583 1.047
O -3.848 4.821 -5.341 -0.623
O -6.233 4.939 -6.349 -0.277
C -7.090 4.822 -7.475 -0.666
O -4.352 6.133 -7.527 -0.305
C -4.318 7.402 -6.890 -0.679
H -4.951 1.650 -7.756 0.271
H -3.592 1.992 -6.662 0.228
H -5.268 2.332 -6.150 0.367
H -7.416 3.784 -7.570 0.237
H -6.597 5.132 -8.398 0.336
H -7.965 5.454 -7.315 0.267
H -5.180 7.528 -6.229 0.319
H -4.348 8.177 -7.657 0.235
H -3.395 7.505 -6.317 0.270
```

***

[4]
# C22H60F3O11

A 10-piece molecular cluster, C22H60F3O11 overall (ωB97M-V/def2-TZVPD, the Open Molecules 2025 dataset).

Its multiplicity is 1. Its largest force on an atom is 2.63 eV Å⁻¹. The HOMO energy comes out at -5.8 eV. The energy above the lowest of the compared OMol25 structures with the same formula, charge and spin is 33.9 kcal per mole. The electronic energy is -2001.40690 Eh. The charge is -1.

```
96
Properties=species:S:1:pos:R:3:mulliken_charge:R:1
C 1.192 5.267 13.819 -0.096
O 2.157 4.927 14.836 0.337
O 1.395 6.562 13.534 -0.672
C 1.295 4.275 12.617 0.832
F 0.256 3.445 12.453 -0.331
F 1.303 5.005 11.474 -0.334
F 2.437 3.575 12.566 -0.045
C 1.859 3.729 15.518 -0.392
C 2.953 3.505 16.584 -1.057
H 3.089 4.380 17.219 0.211
H 2.561 2.744 17.264 0.115
H 3.854 3.211 16.053 0.355
H 1.917 2.854 14.861 0.020
H 0.891 3.823 16.024 0.381
H 0.196 5.115 14.273 -0.099
C 0.469 1.575 19.451 -0.880
C -0.757 1.590 18.548 -0.106
O -1.416 2.831 18.477 -0.534
H 1.239 2.228 19.027 0.100
H 0.936 0.597 19.532 0.294
H 0.304 2.017 20.436 0.373
H -1.489 0.806 18.786 0.372
H -0.333 1.333 17.561 0.125
H -2.163 2.770 17.882 0.299
C 0.307 11.218 13.725 -0.976
C -0.620 10.041 13.446 0.243
O 0.015 9.044 12.662 -0.516
H 1.209 10.901 14.240 0.194
H -0.218 11.942 14.365 0.347
H 0.468 11.783 12.806 0.291
H -1.507 10.297 12.855 0.410
H -0.951 9.569 14.383 -0.182
H 0.502 8.489 13.294 0.129
C 4.416 0.474 18.427 -1.119
C 4.964 0.425 17.010 0.234
O 5.442 -0.892 16.753 -0.555
H 3.534 -0.157 18.509 0.227
H 4.155 1.484 18.746 0.325
H 5.253 0.199 19.074 0.370
H 5.734 1.194 16.873 0.298
H 4.162 0.803 16.360 -0.087
H 5.494 -0.918 15.787 0.337
C -1.826 7.019 16.497 -0.818
C -2.494 6.345 15.295 -0.232
O -2.050 6.877 14.070 -0.554
H -2.443 6.908 17.392 0.422
H -1.681 8.089 16.343 0.218
H -0.857 6.562 16.708 0.100
H -3.572 6.418 15.452 0.383
H -2.295 5.267 15.354 0.188
H -1.078 6.857 14.105 0.202
C -0.694 1.019 10.113 -0.623
C -1.109 0.402 8.789 -0.381
O 0.049 0.114 7.990 -0.463
H -0.446 2.075 10.187 0.214
H 0.100 0.475 10.630 -0.021
H -1.558 0.861 10.773 0.437
H -1.762 1.110 8.269 0.262
H -1.686 -0.507 8.969 0.333
H -0.190 -0.625 7.424 0.263
C 2.063 -0.498 13.951 -1.059
C 2.901 -0.179 12.711 0.860
O 3.567 -1.376 12.319 -0.601
H 1.190 -1.132 13.805 0.356
H 1.691 0.409 14.447 0.170
H 2.603 -0.919 14.808 0.304
H 3.625 0.618 12.888 0.122
H 2.122 0.167 12.025 -0.410
H 3.596 -1.343 11.354 0.331
C 2.199 7.970 17.406 -1.081
C 2.216 8.631 16.035 0.530
O 3.210 7.977 15.238 -0.634
H 3.220 7.878 17.783 0.351
H 1.915 6.912 17.410 0.029
H 1.493 8.495 18.058 0.381
H 2.451 9.689 16.160 0.315
H 1.256 8.501 15.529 -0.309
H 2.688 7.357 14.683 0.334
C 6.319 5.995 12.761 -1.572
C 4.917 5.640 13.215 0.992
O 4.010 6.346 12.365 -0.679
H 6.603 5.699 11.751 0.323
H 7.031 5.516 13.445 0.394
H 6.488 7.067 12.862 0.336
H 4.733 6.056 14.211 0.058
H 4.707 4.565 13.216 -0.119
H 3.107 6.342 12.760 0.140
C 3.974 2.869 9.970 -0.940
C 2.667 2.438 9.327 0.385
O 2.926 1.245 8.596 -0.560
H 3.878 3.691 10.682 0.095
H 4.609 3.338 9.214 0.371
H 4.498 2.072 10.497 0.256
H 2.320 3.271 8.709 0.344
H 1.910 2.264 10.096 -0.262
H 2.114 0.986 8.142 0.282
```

***

Question: Which formula does entry 4 have?
Answer: C22H60F3O11

***

Question: The lowest electronic energy belongs to which entry?
Answer: C22H60AsF6O20S8

***

Question: The highest charge belongs to which entry?
Answer: C22H59F4HfN3O31S11